Below is a molecular structure, C15H14AsF5O6S4Sb2SeV in a non-equilibrium geometry, with properties calculated with ωB97M-V with the def2-TZVPD basis set.

CARTESIAN COORDINATES (ANGSTROEM)
Sb: 0.56 -1.92 2.79
Sb: -2.47 -1.75 0.16
Se: 3.43 0.40 1.77
As: 2.57 1.61 -1.38
V: -0.64 0.36 0.76
S: -2.16 2.01 -0.78
S: -1.02 -0.03 2.94
S: 1.05 -1.08 0.47
S: -0.79 -3.74 2.42
F: 6.38 -1.76 -2.02
F: 4.15 -1.57 -0.57
F: 8.34 1.70 0.49
F: 8.51 -0.14 -1.52
F: 6.12 1.92 1.95
O: -1.26 0.93 -1.31
O: -3.26 2.36 -1.63
O: 1.20 2.09 -2.41
O: 3.57 2.88 -1.51
O: 0.40 2.00 0.63
O: -2.52 1.54 0.59
C: 7.38 -0.03 -0.79
C: 6.30 -0.85 -1.04
C: -1.15 3.41 -0.52
C: -1.51 4.66 -1.00
C: 6.13 1.00 0.97
C: -3.98 -2.30 1.56
C: -0.69 5.74 -0.74
C: 0.49 5.55 -0.02
C: 0.85 4.31 0.46
C: -3.87 -1.05 -1.31
C: -2.10 -3.58 -0.88
C: 5.01 0.20 0.75
C: 5.15 -0.73 -0.28
C: 7.29 0.90 0.23
C: 0.03 3.19 0.22
H: -0.95 6.73 -1.12
H: 1.14 6.40 0.17
H: -4.60 -1.83 -1.51
H: -3.50 -2.77 2.42
H: 0.42 1.55 -2.22
H: 1.77 4.15 1.00
H: -4.69 -2.98 1.09
H: -2.42 4.75 -1.57
H: -3.05 -4.08 -1.06
H: -3.35 -0.79 -2.23
H: -1.63 -3.34 -1.83
H: -1.45 -4.20 -0.28
H: -4.49 -1.39 1.88
H: -4.38 -0.15 -0.95

Computed properties:
- HOMO-LUMO gap (spin up / spin down) (eV) = 6.11 / 5.71
- ⟨S²⟩ = 0.827
- LUMO energy (spin up / spin down) (eV) = 4.2 / 4.0
- energy relative to the best compared isomer or geometry (same formula, charge and spin) (eV) = 0.0000
- charge = -2
- 2S+1 = 2
- E_HOMO (spin up / spin down) (Ha) = -0.0683 / -0.0641